# 1
{"formula": "C22H14CrN2O4", "method": "ωB97M-V with the def2-TZVPD basis set", "species": ["N", "C", "N", "C", "C", "O", "C", "H", "H", "H", "O", "C", "Cr", "C", "O", "C", "O", "C", "C", "C", "C", "C", "C", "C", "C", "C", "C", "C", "C", "C", "C", "C", "H", "H", "H", "H", "H", "H", "H", "H", "H", "H", "H"], "positions_angstrom": [[0.5149, -2.2885, -1.3654], [-0.8394, -2.0525, -1.3592], [-1.2815, -1.6647, -0.1405], [-0.1733, -1.6475, 0.6714], [-0.2352, -1.2233, 2.0811], [-1.1896, -0.8456, 2.7355], [0.9476, -2.0450, -0.1079], [-1.5297, -2.1317, -2.2007], [0.7804, -1.2854, 2.5353], [1.9730, -2.1255, 0.2608], [8.5856, -4.1524, -6.0561], [7.9410, -3.3324, -5.5359], [6.8364, -1.9357, -4.8874], [5.3607, -2.8673, -5.6682], [4.5691, -3.4771, -6.2723], [7.1505, -1.1637, -6.5870], [7.3746, -0.7920, -7.6730], [8.1494, -0.8021, -3.5854], [7.8583, -2.0449, -3.0133], [6.5174, -2.4465, -2.8545], [5.4567, -1.5050, -3.0133], [4.0943, -1.8189, -2.5909], [3.0823, -2.5299, -2.7308], [1.7724, -2.9333, -2.8500], [1.5274, -4.3450, -2.9533], [0.2216, -4.8222, -3.1658], [0.0098, -6.1752, -3.4537], [1.0838, -7.0910, -3.4295], [2.3932, -6.6344, -3.2147], [2.6035, -5.2750, -2.9416], [5.7628, -0.4004, -3.8640], [7.1037, 0.0083, -4.0496], [9.1838, -0.4881, -3.7263], [8.6525, -2.7182, -2.7030], [6.2633, -3.4666, -2.5398], [0.9941, -2.2184, -3.2249], [-0.5991, -4.1015, -3.0985], [-1.0068, -6.5234, -3.6522], [0.8904, -8.1605, -3.5612], [3.2336, -7.3417, -3.2089], [3.6064, -4.9086, -2.7296], [4.9303, 0.1482, -4.3364], [7.3053, 0.9414, -4.5816]], "nbo_charge": [-0.49, 0.33, -0.42, 0.12, 0.36, -0.40, 0.12, 0.22, 0.12, 0.24, -0.41, 0.74, -0.67, 0.74, -0.43, 0.74, -0.41, -0.22, -0.14, -0.26, 0.04, -0.11, 0.07, -0.16, -0.02, -0.19, -0.20, -0.18, -0.21, -0.20, -0.26, -0.15, 0.27, 0.27, 0.27, 0.26, 0.20, 0.23, 0.23, 0.23, 0.21, 0.27, 0.27], "total_charge": 1, "s_squared": 3.81, "e_homo_ev": [-9.725, -11.865], "orbital_gap_ev": [6.465, 5.657], "mol_weight_g_mol": 422.36, "largest_force_ev_per_a": 4.913, "e_lumo_ev": [-3.3, -6.2], "multiplicity": 4}

# 2
{"formula": "C33H60Br2INO24S5", "method": "ωB97M-V with the def2-TZVPD basis set", "species": ["C", "C", "C", "C", "N", "C", "C", "C", "C", "C", "C", "C", "C", "C", "C", "C", "O", "C", "C", "O", "C", "C", "O", "I", "O", "C", "C", "Br", "C", "C", "Br", "H", "H", "H", "H", "H", "H", "H", "H", "H", "H", "H", "H", "H", "H", "H", "H", "H", "H", "H", "H", "H", "H", "H", "H", "H", "H", "H", "H", "H", "H", "H", "H", "H", "H", "H", "H", "H", "H", "H", "H", "O", "S", "O", "O", "C", "C", "O", "H", "H", "H", "H", "O", "S", "O", "O", "C", "C", "O", "H", "H", "H", "H", "O", "S", "O", "O", "C", "C", "O", "H", "H", "H", "H", "O", "S", "O", "O", "C", "C", "O", "H", "H", "H", "H", "O", "S", "O", "O", "C", "C", "O", "H", "H", "H", "H"], "positions_angstrom": [[3.8971, 3.5213, 1.7425], [3.8286, 2.5661, 0.5566], [3.1723, 1.2432, 0.9537], [3.4252, 0.0796, -0.0180], [3.8719, -1.1358, 0.6522], [5.1952, -1.0175, 1.2466], [6.3605, -0.7243, 0.2905], [7.7202, -1.0117, 0.9385], [3.7484, -2.3000, -0.2083], [2.3654, -3.0291, -0.0582], [1.3296, -2.5837, -1.1328], [0.2049, -1.6772, -0.6401], [-0.8297, -1.4793, -1.7529], [-1.8743, -0.4090, -1.4432], [-2.6944, -0.6533, -0.1622], [-4.1936, -0.8848, -0.3949], [-5.0277, 0.0464, 0.3190], [-5.5047, -0.3917, 1.5188], [-6.9684, -0.1173, 1.6909], [-4.7998, -0.9254, 2.3318], [2.5783, -4.5565, -0.2060], [2.9665, -4.9118, -1.6194], [3.7875, -4.3746, -2.2686], [1.8147, -6.5683, -2.4497], [1.7941, -2.7086, 1.1984], [2.3841, -3.2736, 2.3321], [1.6132, -4.4413, 2.9211], [-0.0861, -4.8096, 2.1806], [2.0195, -5.1847, 3.9355], [1.2854, -6.3203, 4.5770], [3.7319, -4.7948, 4.6616], [4.5453, 3.1134, 2.5175], [2.9052, 3.6603, 2.1714], [4.2981, 4.4924, 1.4477], [4.8361, 2.3654, 0.1762], [3.2648, 3.0058, -0.2705], [2.0898, 1.3998, 0.9931], [3.4660, 0.9549, 1.9646], [4.1321, 0.3945, -0.8049], [2.4938, -0.1557, -0.5301], [5.4130, -1.9468, 1.7837], [5.1756, -0.2372, 2.0124], [6.2522, -1.3011, -0.6319], [6.3290, 0.3289, 0.0017], [7.6456, -1.8004, 1.6895], [8.4637, -1.2973, 0.1948], [8.1104, -0.1259, 1.4425], [3.9022, -2.0433, -1.2618], [4.5369, -3.0045, 0.0686], [1.8698, -2.0506, -1.9179], [0.8552, -3.4675, -1.5701], [0.5803, -0.6963, -0.3365], [-0.2915, -2.1218, 0.2206], [-0.3328, -1.2733, -2.7042], [-1.3506, -2.4375, -1.8844], [-1.3853, 0.5682, -1.4113], [-2.5626, -0.3644, -2.2923], [-2.3018, -1.4906, 0.4143], [-2.6230, 0.2186, 0.4887], [-4.4640, -0.7983, -1.4464], [-4.4666, -1.8894, -0.0655], [-7.5462, -0.7487, 1.0161], [-7.2738, -0.3313, 2.7096], [-7.2008, 0.9217, 1.4600], [1.6956, -5.1161, 0.0877], [3.4130, -4.9072, 0.4127], [3.4218, -3.5667, 2.1521], [2.4164, -2.4901, 3.0954], [1.2385, -7.1711, 3.8953], [0.2642, -6.0223, 4.8156], [1.7694, -6.6256, 5.5000], [-9.8573, 0.0761, 2.5190], [-11.1208, 0.7074, 2.6793], [-12.2714, -0.0573, 2.9969], [-11.3864, 1.6066, 1.3946], [-11.6244, 2.9794, 1.7688], [-10.8230, 3.1507, 3.0417], [-11.0042, 1.8994, 3.7289], [-12.6927, 3.1122, 1.9420], [-11.2955, 3.6214, 0.9613], [-11.1838, 3.9581, 3.6689], [-9.7604, 3.2885, 2.8345], [1.4314, -1.0059, -4.7110], [2.4977, -0.9424, -5.6505], [2.8272, 0.2891, -6.2727], [2.2664, -2.0759, -6.7429], [3.4078, -2.9584, -6.8105], [3.9722, -2.9222, -5.4077], [3.8201, -1.5490, -5.0062], [4.1166, -2.5648, -7.5336], [3.0802, -3.9512, -7.1068], [5.0222, -3.1965, -5.3656], [3.4067, -3.5455, -4.7153], [8.0285, -2.8633, -8.1214], [7.4359, -1.7983, -7.3977], [6.0370, -1.5626, -7.4716], [8.2333, -0.4598, -7.7156], [8.7055, 0.1511, -6.5026], [8.9292, -1.0226, -5.5685], [7.8236, -1.8946, -5.8538], [7.9360, 0.8275, -6.1288], [9.6145, 0.7047, -6.7183], [8.8989, -0.7469, -4.5187], [9.8592, -1.5483, -5.7899], [2.5305, 3.4509, 7.1082], [2.1668, 3.3194, 5.7440], [3.1485, 3.3273, 4.7204], [1.0329, 4.3978, 5.4223], [-0.1396, 3.7588, 4.8946], [-0.1304, 2.3869, 5.5402], [1.2576, 2.0242, 5.5384], [-0.0478, 3.6958, 3.8091], [-1.0122, 4.3493, 5.1587], [-0.6902, 1.6445, 4.9789], [-0.4864, 2.4207, 6.5712], [-11.2607, 5.8439, 1.8364], [-11.4547, 6.8195, 0.8178], [-12.7612, 7.1456, 0.3828], [-10.5365, 6.4099, -0.4181], [-9.6495, 7.4858, -0.7706], [-9.4058, 8.1964, 0.5466], [-10.6897, 8.1608, 1.1935], [-10.1503, 8.1288, -1.4950], [-8.7458, 7.0699, -1.2061], [-9.1008, 9.2314, 0.4272], [-8.6838, 7.6649, 1.1682]], "mulliken_charge": [-1.21, -0.28, -1.30, -0.51, 1.03, -1.39, 0.14, -1.34, -2.65, 2.15, -1.58, 0.18, -0.47, -0.92, -0.26, -0.70, -0.39, 0.68, -0.98, -0.55, -1.06, -0.12, -0.42, -0.04, -0.23, -0.87, -0.16, -0.15, 0.46, -1.30, -0.19, 0.33, 0.16, 0.44, 0.27, 0.29, 0.47, 0.31, 0.54, 0.29, 0.49, 0.52, 0.25, 0.11, 0.34, 0.34, 0.34, 0.56, 0.81, 0.13, 0.65, 0.05, 0.12, 0.20, 0.23, 0.36, 0.53, 0.21, 0.28, 0.42, 0.35, 0.30, 0.35, 0.30, 0.69, 0.41, 0.40, 0.65, 0.30, 0.35, 0.39, -0.43, 0.98, -0.56, -0.34, -0.09, -0.22, -0.35, 0.29, 0.12, 0.31, 0.28, -0.47, 0.97, -0.58, -0.37, -0.20, -0.12, -0.17, 0.20, 0.35, 0.29, 0.10, -0.59, 1.03, -0.47, -0.31, -0.33, -0.32, -0.28, 0.27, 0.31, 0.33, 0.28, -0.58, 1.03, -0.42, -0.31, -0.28, -0.32, -0.28, 0.25, 0.30, 0.32, 0.28, -0.44, 1.06, -0.55, -0.31, -0.30, -0.32, -0.32, 0.29, 0.30, 0.31, 0.26], "total_charge": 0, "e_homo_ev": -8.328, "orbital_gap_ev": 8.450, "mol_weight_g_mol": 1301.87, "largest_force_ev_per_a": 0.745, "e_lumo_ev": 0.1, "smiles": "CCCCN(CCC)C[C@@](CCCCCCOC(C)=O)(CC(=O)I)OC/C(Br)=C(/C)Br.O=S1(=O)OCCO1.O=S1(=O)OCCO1.O=S1(=O)OCCO1.O=S1(=O)OCCO1.O=S1(=O)OCCO1"}

# 3
{"formula": "C6H7Cu2NO6", "method": "ωB97M-V with the def2-TZVPD basis set", "species": ["Cu", "Cu", "O", "C", "O", "O", "H", "O", "C", "O", "O", "H", "N", "C", "C", "C", "C", "H", "H", "H", "H", "H"], "positions_angstrom": [[0.0814, 4.9601, -0.4928], [0.6770, 0.8280, 3.0188], [2.8366, 4.7795, 2.7683], [2.0927, 3.8625, 2.0613], [1.7159, 2.7724, 2.6147], [1.7871, 4.1216, 0.8607], [3.0432, 5.4266, 2.0900], [0.3937, 1.2676, 0.7749], [-0.6720, 1.5314, 0.0906], [-1.6062, 0.7296, -0.0457], [-0.8458, 2.6715, -0.3853], [0.9517, 2.0247, 0.5818], [-1.4605, -2.7644, -2.1893], [-0.5907, -2.3638, -1.1777], [-0.3860, -3.5829, -0.3780], [-1.1148, -4.6336, -0.9639], [-1.9033, -4.0400, -2.0254], [-1.6597, -2.2662, -3.0451], [-0.1104, -1.4100, -1.0165], [0.2496, -3.6994, 0.4873], [-1.0460, -5.6977, -0.7925], [-2.4334, -4.5175, -2.8362]], "nbo_charge": [0.99, 0.98, -0.64, 1.01, -0.89, -0.91, 0.50, -0.71, 0.93, -0.33, -0.48, 0.56, -0.52, 0.20, -0.23, -0.18, 0.22, 0.46, 0.25, 0.27, 0.28, 0.26], "total_charge": 2, "s_squared": 2.02, "e_homo_ev": [-15.665, -15.646], "orbital_gap_ev": [8.351, 5.150], "mol_weight_g_mol": 316.21, "largest_force_ev_per_a": 3.435, "e_lumo_ev": [-7.3, -10.5], "multiplicity": 3}